Entry 1:
The following is a quantum chemistry calculation of a single C3H7PS2 molecule in a non-equilibrium geometry, from OMol25.

Results
E_HOMO   -8.59 eV
SMILES   CPC(=S)CS
Net charge   0

Each line ends with the Löwdin charge.
CARTESIAN COORDINATES (ANGSTROEM)
C (1.0729, -1.2314, 0.2001)  -0.375
P (-0.3845, -0.9596, 1.2712)  0.825
C (-1.3321, 0.0983, 0.2074)  -1.070
S (-3.0314, -0.0131, 0.0799)  0.603
C (-0.7586, 1.2425, -0.5499)  -0.738
S (0.0102, 2.5425, 0.4241)  0.729
H (1.0021, -1.2733, -0.9453)  0.078
H (1.4633, -2.1806, 0.6845)  0.047
H (1.7630, -0.4865, 0.4370)  -0.023
H (-0.9244, -2.2537, 1.0050)  -0.035
H (-1.6062, 1.7895, -0.9815)  0.024
H (-0.1560, 0.9465, -1.4394)  0.091
H (1.1334, 1.8533, 0.2212)  -0.155

=====

Entry 2:
The following is a quantum chemistry calculation of a single C3H4N4 molecule in a non-equilibrium geometry, from OMol25.

Results
E_HOMO   -8.48 eV
Net charge   0

Each line ends with the Löwdin charge.
CARTESIAN COORDINATES (ANGSTROEM)
N (1.9237, -0.2781, -0.8763)  0.119
C (0.6624, -0.2185, -0.3829)  -0.442
C (0.4197, 0.8036, 0.5792)  -0.049
N (-0.8593, 0.8595, 0.9577)  0.037
C (-1.8472, -0.0051, 0.4525)  -0.162
N (-1.5180, -0.9393, -0.3826)  0.015
N (-0.2364, -1.0765, -0.8113)  0.058
H (2.6514, 0.2107, -0.3766)  0.090
H (2.1662, -1.1007, -1.3999)  0.095
H (-0.4709, 1.6731, 1.4908)  0.127
H (-2.8916, 0.0713, 0.7494)  0.111

=====

Entry 3:
The following is a quantum chemistry calculation of a single C5H10O molecule, from OMol25.

Results
E_HOMO   -9.92 eV
SMILES   C[C@H]1C[C@@H](O)C1
Net charge   0

Each line ends with the Löwdin charge.
CARTESIAN COORDINATES (ANGSTROEM)
C (-0.9355, 0.8548, -1.5965)  -0.080
C (-0.7741, 0.3304, -0.1784)  -0.360
C (-0.1728, -1.0838, -0.0061)  -0.101
C (0.6835, -0.5488, 1.1635)  -0.386
O (2.0558, -0.8674, 1.1547)  -0.031
C (0.3895, 0.8794, 0.6825)  -0.097
H (-1.6929, 0.2840, -2.1472)  0.075
H (0.0101, 0.7706, -2.1466)  0.078
H (-1.2372, 1.9089, -1.6087)  0.075
H (-1.7238, 0.4179, 0.3637)  0.135
H (0.4942, -1.3192, -0.8433)  0.117
H (-0.8532, -1.9256, 0.1613)  0.106
H (0.2434, -0.7551, 2.1517)  0.146
H (2.1330, -1.8091, 1.3531)  0.093
H (0.1577, 1.6379, 1.4359)  0.109
H (1.2221, 1.2251, 0.0604)  0.120

=====

Entry 4:
The following is a quantum chemistry calculation of a molecular structure, C13H22Cl2CrN9O4, from OMol25.

Results
Expectation value of S²   0.76
E_HOMO (spin up / spin down)   -15.11 / -15.11 eV
2S+1   2
Net charge   +2

Each line ends with the Löwdin charge.
CARTESIAN COORDINATES (ANGSTROEM)
Cr (0.8238, 0.0206, 0.4154)  0.623
N (1.4248, -1.6835, -0.6847)  -0.020
C (2.8115, -2.1367, -0.4000)  -0.163
C (3.6303, -0.9314, 0.0252)  -0.156
N (2.8631, -0.1023, 0.9972)  -0.148
C (2.9164, -0.5679, 2.4118)  -0.145
C (1.8517, -1.6129, 2.6940)  -0.165
N (0.5543, -1.1356, 2.1502)  -0.003
H (0.7714, -2.4544, -0.5623)  0.127
H (1.3440, -1.4260, -1.6674)  0.026
H (3.2551, -2.6070, -1.2781)  0.142
H (2.7747, -2.8950, 0.3775)  0.114
H (3.8303, -0.2961, -0.8385)  0.116
H (4.5908, -1.2297, 0.4503)  0.141
H (3.2791, 0.8272, 0.9829)  0.113
H (2.7426, 0.3103, 3.0359)  0.129
H (3.9110, -0.9510, 2.6501)  0.142
H (1.7849, -1.7929, 3.7683)  0.141
H (2.0844, -2.5690, 2.2315)  0.113
H (0.0872, -0.5766, 2.8608)  0.112
H (-0.0716, -1.9205, 1.9844)  0.126
Cl (0.0745, -0.2612, -3.4233)  0.678
C (0.5151, 1.3750, -3.0079)  -0.824
Cl (1.5581, 1.4330, -1.5149)  0.699
H (-0.3634, 1.9629, -2.7626)  0.038
H (1.1371, 1.8141, -3.7811)  0.054
N (1.8824, 4.8940, 2.2327)  0.177
N (1.1847, 3.7322, 2.0341)  -0.245
N (0.0353, 3.5090, 2.6288)  0.187
C (-0.2089, 2.2595, 2.2811)  -0.138
N (0.7712, 1.7704, 1.5140)  -0.094
N (1.6640, 2.7407, 1.3640)  0.100
H (1.2202, 5.6092, 2.5186)  0.128
H (2.3742, 5.1407, 1.3799)  0.123
H (-1.1051, 1.7355, 2.5641)  0.141
O (-1.4824, 1.9821, -0.6111)  0.093
C (-1.7457, 0.8071, -0.5606)  -0.496
O (-0.8981, -0.0559, 0.0838)  -0.210
C (-2.8964, 0.1260, -1.1848)  -0.137
C (-3.8855, 0.8923, -1.8083)  0.022
C (-4.9611, 0.2685, -2.4190)  -0.013
C (-5.0541, -1.1192, -2.4245)  0.047
C (-4.0549, -1.8504, -1.8065)  -0.111
C (-2.9810, -1.2592, -1.1785)  0.052
N (-4.1178, -3.3296, -1.8113)  -0.346
O (-3.1726, -3.9180, -1.3177)  0.072
O (-5.0951, -3.8426, -2.2948)  0.128
H (-3.8050, 1.9702, -1.8001)  0.131
H (-5.7304, 0.8588, -2.8955)  0.125
H (-5.8803, -1.6319, -2.8951)  0.135
H (-2.2389, -1.8825, -0.7081)  0.118

=====

Entry 5:
The following is a quantum chemistry calculation of a gas-phase ion, C6H12N (charge +1) in a non-equilibrium geometry, from OMol25.

Results
E_HOMO   -14.14 eV
SMILES   C[C@@H]1C=C[C@@]1(C)[NH3+]
Net charge   +1

Each line ends with the Löwdin charge.
CARTESIAN COORDINATES (ANGSTROEM)
C (0.4651, 1.9265, 0.3763)  -0.087
C (0.6952, 0.7096, -0.4031)  -0.309
C (0.1342, 0.6710, -1.8127)  -0.008
C (-0.5230, -0.4790, -1.6882)  0.001
C (-0.1570, -0.5902, -0.1669)  -0.496
C (-1.3180, -0.5232, 0.8180)  -0.016
N (0.6141, -1.8031, 0.1410)  0.189
H (0.9358, 2.1785, 1.3928)  0.117
H (-0.6479, 2.2547, 0.5187)  0.119
H (0.7942, 2.7574, -0.2360)  0.082
H (1.7875, 0.4312, -0.3354)  0.157
H (-0.1589, 1.2399, -2.7529)  0.152
H (-1.1113, -1.0397, -2.3826)  0.110
H (-1.9339, -1.3400, 0.4760)  0.093
H (-1.8594, 0.4895, 0.6386)  0.131
H (-0.8640, -0.4737, 1.8543)  0.124
H (1.6044, -1.5548, 0.5533)  0.215
H (0.6843, -2.5157, -0.6899)  0.223
H (-0.0131, -2.1376, 1.0120)  0.205

=====

Entry 6:
The following is a quantum chemistry calculation of a molecular structure, C34H48MoN4O8PSSe4 in a non-equilibrium geometry, from OMol25.

Results
Expectation value of S²   2.06
E_HOMO (spin up / spin down)   -4.20 / -4.48 eV
2S+1   3
Net charge   -1

Each line ends with the Löwdin charge.
CARTESIAN COORDINATES (ANGSTROEM)
Mo (-0.6212, 1.3791, -0.7842)  0.740
O (3.6341, 3.0249, -4.0786)  -0.079
C (3.7702, 2.4529, -2.7891)  -0.258
C (3.2078, 3.3283, -1.6581)  -0.582
C (4.1441, 4.5320, -1.4428)  -0.214
O (5.4587, 4.1943, -1.0144)  -0.061
C (3.1294, 2.5237, -0.3665)  -0.485
Se (1.9101, 0.9701, -0.3079)  0.660
C (1.8404, 3.9102, -2.0002)  -0.499
Se (0.5279, 2.6774, -2.7866)  0.546
H (2.6879, 3.0272, -4.2805)  0.027
H (4.8389, 2.3013, -2.6230)  0.128
H (3.2718, 1.4798, -2.7393)  0.056
H (3.6790, 5.2263, -0.7296)  0.128
H (4.2683, 5.0483, -2.3961)  0.127
H (5.3886, 3.6495, -0.2256)  0.068
H (2.8492, 3.1828, 0.4583)  0.054
H (4.0956, 2.0660, -0.1366)  0.056
H (1.9404, 4.7127, -2.7320)  0.065
H (1.3609, 4.3126, -1.1075)  0.058
O (-5.7178, 1.9305, -2.8503)  -0.079
C (-5.3984, 1.1891, -1.6859)  -0.242
C (-4.5372, -0.0616, -1.9634)  -0.589
C (-5.4471, -1.1732, -2.5258)  -0.220
O (-6.4895, -1.5950, -1.6573)  -0.062
C (-3.8601, -0.5533, -0.6941)  -0.482
Se (-2.7210, 0.7212, 0.3672)  0.700
C (-3.4914, 0.2008, -3.0323)  -0.505
Se (-2.3089, 1.7667, -2.7651)  0.561
H (-4.9118, 2.3813, -3.1322)  0.032
H (-6.3513, 0.8691, -1.2615)  0.125
H (-4.8806, 1.8104, -0.9503)  0.080
H (-4.8247, -2.0344, -2.8116)  0.122
H (-5.9418, -0.7867, -3.4191)  0.128
H (-6.1039, -1.7898, -0.7976)  0.067
H (-3.2481, -1.4309, -0.9265)  0.058
H (-4.6049, -0.8347, 0.0562)  0.050
H (-3.9723, 0.4045, -3.9892)  0.063
H (-2.8537, -0.6800, -3.1484)  0.052
C (1.9478, -0.5011, -5.5942)  -0.064
C (2.3027, -1.7623, -4.8069)  -0.402
C (3.2997, -1.4531, -3.6914)  -0.064
C (1.0627, -2.4826, -4.2572)  -0.107
N (0.5082, -1.8280, -3.0925)  -0.085
C (-0.0757, -0.6379, -2.9933)  -0.191
N (-0.3419, -0.4352, -1.7180)  -0.247
N (0.0647, -1.5409, -1.0555)  0.022
N (0.5646, -2.3784, -1.8700)  0.094
H (2.8328, -0.1324, -6.1136)  0.084
H (1.5955, 0.3001, -4.9406)  0.053
H (1.1806, -0.7090, -6.3440)  0.079
H (2.7655, -2.4760, -5.4961)  0.130
H (2.9042, -0.7079, -2.9967)  0.044
H (4.2197, -1.0533, -4.1192)  0.085
H (3.5467, -2.3493, -3.1183)  0.081
H (1.3304, -3.4875, -3.9344)  0.125
H (0.2885, -2.5519, -5.0231)  0.128
H (-0.2791, 0.0638, -3.7846)  0.076
C (0.8457, 3.3225, 2.4818)  -0.144
S (-0.7477, 3.4729, 1.6718)  0.392
O (-1.1730, 4.8302, 1.9042)  -0.320
O (-1.5849, 2.4515, 2.2530)  -0.450
O (-0.4718, 3.2221, 0.2136)  -0.577
H (1.3150, 2.3827, 2.1922)  0.019
H (0.6363, 3.3489, 3.5493)  0.059
H (1.4354, 4.1897, 2.1915)  0.058
O (-0.0524, -0.0228, 1.7284)  -0.462
P (-0.1071, -1.0683, 2.7781)  0.776
C (1.4832, -1.1852, 3.6481)  -0.266
C (1.5787, -1.5298, 4.9935)  -0.074
C (2.8207, -1.5894, 5.6078)  -0.089
C (3.9686, -1.3086, 4.8789)  -0.094
C (3.8763, -0.9692, 3.5356)  -0.076
C (2.6356, -0.9052, 2.9193)  -0.074
C (-0.4950, -2.7485, 2.2137)  -0.273
C (-1.7414, -2.9257, 1.6148)  -0.097
C (-2.1180, -4.1751, 1.1561)  -0.076
C (-1.2514, -5.2527, 1.2967)  -0.091
C (-0.0158, -5.0811, 1.9005)  -0.085
C (0.3639, -3.8278, 2.3650)  -0.064
C (-1.3175, -0.7520, 4.0914)  -0.264
C (-2.1079, -1.7458, 4.6602)  -0.080
C (-2.9605, -1.4304, 5.7084)  -0.089
C (-3.0181, -0.1315, 6.1927)  -0.088
C (-2.2304, 0.8605, 5.6233)  -0.061
C (-1.3831, 0.5534, 4.5716)  -0.061
H (0.6779, -1.7439, 5.5569)  0.105
H (2.8934, -1.8473, 6.6570)  0.099
H (4.9364, -1.3506, 5.3634)  0.097
H (4.7722, -0.7475, 2.9693)  0.102
H (2.5411, -0.6245, 1.8747)  0.037
H (-2.3939, -2.0637, 1.5167)  0.081
H (-3.0824, -4.3160, 0.6827)  0.103
H (-1.5413, -6.2321, 0.9359)  0.098
H (0.6523, -5.9262, 2.0115)  0.099
H (1.3257, -3.6938, 2.8454)  0.103
H (-2.0574, -2.7583, 4.2790)  0.101
H (-3.5779, -2.2028, 6.1507)  0.098
H (-3.6820, 0.1117, 7.0129)  0.098
H (-2.2801, 1.8751, 5.9971)  0.107
H (-0.8027, 1.3243, 4.0819)  0.087

=====

Q: Which energy relative to the best compared isomer or geometry (same formula, charge and spin) values were calculated for the entries above? A: 1.0042 4.6497 0.8588 0.1076 2.9665 0.9006, in eV.
Q: Which E_tot values were calculated for the entries above? A: -1256.163227 -335.602452 -271.721056 -3266.574665 -290.212891 -12558.944358, in Eh.